Entry 1:
C8H22ClO11S3 | ωB97M-V/def2-TZVPD

Last column: Mulliken spin population.
Positions of all 45 atoms, in Å:
C  17.28  23.60  -16.86  0.0000
O  13.30  16.69  -20.33  0.0000
H  17.53  25.56  -17.68  0.0000
O  14.44  15.05  -21.96  0.0000
H  16.97  22.66  -17.30  0.0000
O  15.83  26.28  -20.05  0.0000
H  16.66  23.80  -15.98  0.0000
H  16.77  15.53  -20.45  0.0000
O  15.74  19.47  -19.58  0.0000
H  11.40  19.08  -20.94  0.0044
O  14.06  26.94  -18.39  0.0000
H  13.58  23.95  -18.83  0.0000
H  10.75  19.55  -22.54  0.0023
H  8.87  21.15  -18.97  0.0010
H  14.52  23.82  -20.22  0.0000
H  9.94  21.55  -20.23  0.0116
H  13.86  12.91  -20.70  0.0000
O  14.85  21.13  -18.19  0.0005
S  14.37  15.69  -20.62  0.0001
C  16.93  24.69  -17.91  0.0000
C  10.54  19.02  -21.61  0.0646
H  18.36  23.71  -16.78  0.0000
O  15.24  21.43  -20.47  0.0000
H  10.48  20.34  -18.92  -0.0015
C  13.89  24.54  -19.69  0.0001
C  16.04  16.32  -20.27  0.0000
H  12.75  13.54  -19.52  0.0000
H  13.90  12.32  -17.79  0.0000
O  15.60  25.13  -17.72  0.0000
C  9.69  20.73  -19.55  0.0608
H  10.45  17.97  -21.88  0.0026
C  14.33  12.19  -18.78  0.0000
H  16.13  16.72  -19.26  0.0000
S  9.01  19.37  -20.57  0.2579
H  12.98  24.89  -20.19  0.0000
C  13.80  13.33  -19.70  0.0000
H  14.02  11.20  -19.10  0.0000
O  14.46  14.53  -19.42  0.0000
S  14.90  25.93  -19.01  0.0000
H  16.25  17.10  -21.01  0.0000
O  7.90  19.85  -21.48  0.5948
O  13.48  20.05  -19.82  0.0004
Cl  14.81  20.51  -19.53  0.0005
H  17.02  24.29  -18.92  0.0000
H  15.40  12.35  -18.72  0.0000

* ⟨S²⟩: 0.76
* electronic energy: -2799.89534 a.u.
* lowest unoccupied orbital energy (alpha / beta): -1.40 / -6.15 eV
* HOMO (alpha / beta): -0.3230 / -0.3230 Eh
* spin multiplicity: 2

Entry 2:
C8H22FeN4O8 | ωB97M-V/def2-TZVPD

Last column: Mulliken spin population.
Positions of all 43 atoms, in Å:
H  0.26  2.19  -2.82  -0.1396
O  0.57  -3.70  2.05  0.0074
N  -1.02  1.15  0.98  -2.8244
C  2.17  1.26  -1.01  0.1869
H  -3.64  -0.70  0.14  -0.0465
H  -0.52  0.72  -2.98  0.0633
Fe  0.26  -0.44  0.26  9.1766
H  -4.32  1.43  1.59  0.0263
N  2.07  0.06  1.12  -0.6615
O  1.21  -1.86  -1.02  -0.1906
H  3.67  2.27  1.94  -0.0324
H  3.94  2.72  0.33  -0.0651
C  0.44  1.13  -2.66  0.4436
H  -3.04  1.89  2.60  -0.0585
H  1.11  0.71  -3.41  0.0302
H  1.61  2.03  0.84  0.7516
H  -3.15  2.46  0.87  -0.0542
C  -2.03  -1.78  -1.75  0.0741
O  1.49  -3.89  -0.57  -0.0067
H  -2.31  -0.25  1.96  -0.1731
O  -0.13  -1.75  1.76  -0.4127
H  -1.92  -1.21  -2.67  0.0049
H  -3.03  -2.20  -1.66  -0.0076
C  -2.29  0.52  1.19  -0.4531
C  -2.74  -0.15  -0.12  0.1934
H  2.18  0.21  2.11  0.1657
H  2.90  -0.49  0.98  -0.0596
N  -0.27  -2.88  2.28  -0.1107
C  3.71  1.84  0.94  0.2092
H  -1.41  -2.68  -1.77  -0.0063
H  -1.29  2.02  0.55  0.7214
O  1.24  -3.25  -2.63  0.0013
O  -1.65  -0.96  -0.61  -0.3502
H  2.89  0.57  -1.45  0.1334
N  1.33  -3.02  -1.43  -0.0088
C  -3.24  1.62  1.56  0.6864
O  0.81  0.85  -1.31  -0.8999
H  -3.06  0.62  -0.81  -0.0666
H  4.43  1.03  0.86  0.0536
C  2.39  1.35  0.49  -2.0378
H  2.42  2.19  -1.51  -0.2105
H  -0.77  1.56  1.87  0.9538
O  -1.25  -3.19  2.93  -0.0068

* ⟨S²⟩: 8.76
* electronic energy: -2402.39549 a.u.
* lowest unoccupied orbital energy (alpha / beta): 2.71 / 2.60 eV
* HOMO (alpha / beta): -0.0057 / -0.2009 Eh
* net charge: -1
* spin multiplicity: 6

Entry 3:
C8H22LiNO4 | ωB97M-V/def2-TZVPD

Last column: Löwdin charge in e.
Positions of all 36 atoms, in Å:
N  13.53  50.46  49.01  -0.1031
H  16.06  46.10  47.23  0.0843
Li  14.83  49.63  47.65  0.6017
H  15.23  46.06  45.77  0.1003
O  16.13  49.34  49.08  -0.3208
H  18.14  49.26  49.59  0.1176
H  13.97  51.19  50.86  0.1380
H  12.26  52.30  49.09  0.1839
O  14.60  47.64  47.21  -0.1637
H  14.86  51.75  49.69  0.0423
C  14.57  50.91  49.98  -0.1678
H  15.94  51.83  45.58  0.0372
H  11.06  50.49  47.81  0.1066
H  10.08  50.90  45.63  0.1143
C  11.84  51.02  47.30  -0.2237
C  15.94  51.07  46.24  -0.3969
H  11.51  51.58  44.63  0.0843
H  10.32  52.77  45.07  0.0859
H  16.40  47.36  45.96  0.1075
H  13.94  46.94  47.24  0.0971
C  15.58  49.82  50.27  -0.2351
H  13.45  52.21  47.60  0.1420
H  17.49  48.05  48.14  0.1352
H  12.79  50.01  49.50  0.1120
H  15.01  48.99  50.85  0.1570
C  15.55  46.85  46.54  -0.2066
H  16.26  50.39  50.96  0.1430
C  12.88  51.50  48.28  -0.2642
H  16.96  47.63  50.06  0.1387
H  12.42  50.30  46.61  0.1419
H  16.87  50.64  46.44  0.0474
H  15.47  51.37  47.08  -0.0119
C  10.74  51.81  45.37  -0.1168
C  17.29  48.51  49.28  -0.0691
O  15.02  50.24  45.69  -0.4245
O  11.36  52.24  46.58  -0.2139

* electronic energy: -681.04752 a.u.
* lowest unoccupied orbital energy: 0.08 eV
* HOMO: -0.2304 Eh
* ΔE to the lowest compared entry with this formula, charge and spin: 0.558 eV

Entry 4:
C8H22O3Si2 | ωB97M-V/def2-TZVPD

Last column: Löwdin charge in e.
Positions of all 35 atoms, in Å:
H  2.84  1.49  -0.90  0.0326
H  -0.11  -3.50  0.31  0.0290
C  1.97  2.04  -0.57  -0.1265
H  2.67  -1.29  2.16  0.0195
Si  0.41  -1.26  1.22  0.3883
H  2.07  2.25  0.49  0.0317
O  0.07  0.31  0.85  -0.2317
C  -1.19  2.09  -0.84  -0.1254
H  2.62  -2.33  0.76  0.0319
H  -0.21  -2.32  -0.96  0.0045
H  -2.81  -1.25  3.51  0.0716
C  -2.25  -0.38  3.20  -0.0657
H  -0.63  -0.86  4.57  0.1157
H  -0.14  0.31  3.35  0.1118
H  1.89  2.98  -1.11  0.0295
H  -2.02  1.53  -1.20  0.0305
C  -0.78  -0.59  3.52  -0.3565
H  -2.64  0.47  3.74  0.0708
H  0.99  0.81  -4.44  0.0792
C  0.08  0.87  -3.86  -0.0813
Si  0.36  1.06  -0.60  0.3357
H  -0.70  1.01  -4.59  0.0726
C  -0.20  -0.28  -2.93  -0.3044
H  -0.89  2.92  -1.50  0.0324
H  0.17  1.80  -3.30  0.0595
H  2.85  -0.57  0.61  0.0235
C  -0.47  -2.51  0.06  -0.1150
O  0.55  -0.17  -1.73  -0.2310
O  -0.23  -1.57  2.74  -0.1950
H  -2.37  -0.19  2.13  0.0679
H  -1.55  -2.49  0.17  0.0341
H  -1.28  -0.39  -2.73  0.1193
H  -1.52  2.56  0.08  0.0368
H  0.17  -1.20  -3.40  0.1187
C  2.31  -1.35  1.15  -0.1147

* electronic energy: -1122.92791 a.u.
* lowest unoccupied orbital energy: 0.82 eV
* HOMO: -0.3520 Eh
* ΔE to the lowest compared entry with this formula, charge and spin: 0.155 eV

Entry 5:
C8H23HgO8S | ωB97M-V/def2-TZVPD

Last column: Löwdin charge in e.
Positions of all 41 atoms, in Å:
Hg  -0.29  -0.75  0.13  1.2165
O  1.88  -0.83  0.93  -0.1338
C  -1.76  2.59  2.95  -0.1157
H  2.64  -0.98  -2.34  0.0858
H  -2.45  2.60  3.79  0.0540
H  -4.23  -1.08  -1.65  0.1100
H  -0.10  0.51  -2.77  0.0937
H  3.46  0.33  -3.13  0.0707
O  -0.88  1.28  1.13  -0.3607
H  1.54  1.94  -2.63  0.1163
H  1.93  -0.18  -3.77  0.0707
H  2.35  -1.60  1.27  0.1117
O  -2.42  -1.37  -0.78  -0.1463
H  2.10  1.31  -1.19  0.0924
H  -0.83  2.85  3.46  0.0556
O  0.77  -4.31  1.47  -0.4212
C  -3.00  0.61  -1.92  -0.0856
O  0.06  -2.86  -0.39  -0.4622
C  3.95  0.30  0.98  -0.0780
H  -2.82  0.33  -2.96  0.0710
O  -1.37  -4.48  0.73  -0.3911
H  -1.33  0.50  2.98  0.0907
O  -0.77  -2.34  1.61  -0.4486
H  -3.79  1.36  -1.94  0.0648
H  -2.08  3.34  2.22  0.0596
C  2.47  -0.02  -2.84  -0.0789
H  -2.57  -2.24  -1.16  0.1043
C  -1.65  1.24  2.24  -0.5149
H  4.35  -0.65  1.32  0.0832
C  -3.51  -0.54  -1.04  -0.2868
C  1.61  0.99  -2.11  -0.3049
H  2.45  0.37  2.44  0.1203
C  2.50  0.33  1.35  -0.3524
H  1.99  1.23  1.02  0.1060
H  -3.97  -0.29  -0.08  0.1156
H  4.51  1.18  1.33  0.0776
H  -2.64  0.88  1.97  0.0790
O  0.35  0.39  -1.93  -0.1282
H  -2.18  1.17  -1.46  0.0544
S  -0.32  -3.49  0.87  0.1444
H  4.05  0.36  -0.11  0.0607

* electronic energy: -1472.08038 a.u.
* lowest unoccupied orbital energy: 2.52 eV
* HOMO: -0.1459 Eh
* net charge: -1
* ΔE to the lowest compared entry with this formula, charge and spin: 0.000 eV

Entry 6:
C8H23InNO4 | ωB97M-V/def2-TZVPD

Last column: Löwdin charge in e.
Positions of all 37 atoms, in Å:
H  1.32  -5.72  -1.42  0.1346
H  0.39  -3.66  0.29  0.0875
H  -1.44  3.06  0.93  0.0537
H  0.14  5.59  3.25  0.0766
O  -1.89  -0.93  -0.34  -0.0469
H  -2.46  1.86  -1.54  0.0272
H  2.51  -6.51  0.65  0.0723
H  2.79  -3.44  0.01  0.0835
H  0.40  1.29  0.36  -0.1148
O  0.28  -4.26  -0.46  -0.0578
C  -0.42  6.02  2.41  -0.0782
C  -0.58  5.01  1.28  -0.5026
H  1.72  -5.22  1.58  0.0784
H  -1.39  6.36  2.78  0.0726
H  -3.95  -1.59  -1.08  0.1029
H  -2.35  4.05  2.10  0.0745
H  0.15  6.89  2.07  0.0731
C  1.63  -5.87  0.71  -0.0774
In  0.32  0.98  -1.42  0.3922
H  0.41  -1.32  -2.66  -0.0666
H  -0.82  3.27  2.56  0.0818
O  -3.69  -0.95  -1.79  -0.0018
H  1.18  4.20  1.55  0.0871
H  2.52  -3.56  -1.72  0.0684
C  2.66  -4.15  -0.81  -0.0731
H  0.66  -1.58  -1.06  -0.0870
O  0.71  4.62  0.82  -0.0693
N  1.01  -1.03  -1.87  -0.2362
C  -1.35  3.78  1.75  -0.0715
H  -2.01  0.91  -3.12  0.0322
H  0.75  -6.50  0.88  0.0729
H  1.27  2.15  -2.39  -0.1473
H  -1.10  5.48  0.44  0.1380
C  -2.49  -0.38  -1.29  -0.5062
C  1.46  -5.05  -0.56  -0.5052
H  3.58  -4.74  -0.91  0.0713
C  -1.92  0.96  -1.98  -0.2391

* electronic energy: -864.42436 a.u.
* lowest unoccupied orbital energy: 3.09 eV
* HOMO: -0.1576 Eh
* net charge: -1